Entry 1:
{
  "formula": "C42H95N12O12Rb",
  "method": "ωB97M-V/def2-TZVPD",
  "charge": 0,
  "orbital_gap_ev": 5.97,
  "fmax_ev_per_a": 4.7,
  "elements": ["Rb", "C", "C", "C", "C", "C", "C", "N", "O", "C", "C", "C", "H", "H", "H", "H", "H", "H", "H", "H", "H", "H", "H", "H", "H", "H", "H", "H", "H", "H", "C", "O", "N", "C", "C", "H", "H", "H", "H", "H", "H", "H", "C", "O", "N", "C", "C", "H", "H", "H", "H", "H", "H", "H", "C", "O", "N", "C", "C", "H", "H", "H", "H", "H", "H", "H", "C", "O", "N", "C", "C", "H", "H", "H", "H", "H", "H", "H", "C", "O", "N", "C", "C", "H", "H", "H", "H", "H", "H", "H", "C", "O", "N", "C", "C", "H", "H", "H", "H", "H", "H", "H", "C", "O", "N", "C", "C", "H", "H", "H", "H", "H", "H", "H", "C", "O", "N", "C", "C", "H", "H", "H", "H", "H", "H", "H", "C", "O", "N", "C", "C", "H", "H", "H", "H", "H", "H", "H", "C", "O", "N", "C", "C", "H", "H", "H", "H", "H", "H", "H", "C", "O", "N", "C", "C", "H", "H", "H", "H", "H", "H", "H"],
  "positions_angstrom": [[13.44537, 11.31937, 19.60272], [18.22265, 10.37680, 19.85778], [17.13655, 11.46013, 19.96314], [17.73199, 12.75309, 20.28814], [18.24068, 13.54451, 19.05151], [17.01102, 13.81496, 18.14580], [16.51207, 12.42887, 17.68717], [16.15402, 11.59806, 18.83074], [15.75156, 10.40876, 18.38640], [17.53899, 11.83646, 16.73746], [15.21046, 12.60838, 16.90835], [16.27329, 11.04916, 21.09428], [18.74617, 10.19274, 20.78805], [18.96195, 10.70974, 19.18222], [17.81937, 9.44790, 19.49108], [18.48226, 12.60268, 21.07163], [16.94267, 13.42793, 20.74775], [19.01845, 12.97642, 18.53523], [18.65571, 14.47629, 19.41374], [17.31968, 14.49499, 17.34930], [16.23216, 14.38749, 18.70618], [17.03954, 10.93154, 16.33653], [18.44473, 11.57647, 17.29593], [17.83212, 12.52302, 15.96599], [14.51778, 13.21224, 17.51087], [14.73565, 11.67041, 16.71530], [15.38784, 13.17225, 16.01944], [15.60475, 10.19301, 20.94114], [15.54314, 11.82711, 21.39944], [16.82187, 10.81769, 22.01432], [18.64680, 7.89602, 25.59194], [19.22693, 7.13628, 26.34621], [19.15023, 8.50189, 24.49026], [20.50542, 8.15643, 24.02188], [18.34990, 9.34651, 23.64130], [17.57497, 8.15474, 25.76083], [20.40032, 7.72510, 23.01586], [20.95758, 7.46166, 24.75793], [21.18480, 9.03580, 23.92658], [18.42551, 9.05894, 22.59440], [17.32772, 9.26332, 24.01293], [18.69185, 10.36973, 23.70149], [22.00540, 11.47819, 22.28861], [20.80394, 11.28280, 22.45411], [22.60337, 12.05351, 21.21681], [24.10248, 12.22089, 21.15547], [21.80772, 12.91752, 20.36505], [22.63884, 10.99281, 22.98259], [24.45167, 11.35469, 21.66311], [24.39297, 13.20420, 21.52393], [24.33751, 12.17292, 20.10477], [20.75165, 12.90908, 20.63298], [22.12807, 13.96555, 20.44303], [21.87587, 12.60000, 19.36369], [13.48500, 14.89763, 21.71499], [12.96696, 13.79132, 21.66815], [13.63012, 15.77825, 20.69213], [14.39836, 16.91365, 21.07010], [13.22206, 15.35824, 19.35130], [13.82178, 15.30674, 22.68774], [15.45591, 16.92974, 20.73395], [14.57163, 16.92692, 22.11800], [14.00116, 17.91438, 20.85859], [12.16351, 15.23451, 19.29866], [13.41735, 16.10774, 18.57588], [13.64218, 14.39288, 19.10843], [14.55721, 8.56723, 15.51575], [13.90864, 8.63959, 14.48806], [15.69101, 7.84025, 15.73018], [16.33178, 7.75315, 17.06049], [16.07524, 6.88102, 14.69538], [14.43360, 9.39059, 16.33929], [16.14117, 8.70410, 17.68258], [17.42988, 7.65638, 16.92335], [15.96276, 6.78917, 17.51975], [15.41535, 7.01205, 13.84777], [17.14917, 6.98690, 14.51579], [15.86081, 5.88124, 15.11027], [12.84635, 14.33371, 14.97120], [12.67812, 15.31242, 15.68377], [13.24061, 14.23556, 13.68511], [13.38693, 13.01240, 13.00355], [13.39121, 15.47533, 12.91378], [12.67129, 13.27209, 15.48524], [14.32691, 12.95793, 12.46218], [12.63472, 12.95010, 12.23774], [13.28410, 12.15838, 13.63495], [12.53892, 15.63174, 12.28515], [13.51683, 16.32775, 13.58089], [14.29397, 15.41278, 12.27437], [19.79102, 15.24490, 15.85943], [20.40652, 15.47103, 16.87233], [18.59277, 15.82826, 15.47294], [18.03277, 16.86661, 16.33907], [17.96069, 15.50788, 14.22769], [20.19691, 14.44760, 15.16130], [18.35650, 17.89566, 16.11787], [18.31594, 16.61449, 17.37742], [16.95062, 16.86460, 16.40897], [18.42531, 14.57270, 13.96642], [16.87219, 15.44533, 14.34730], [18.20925, 16.25082, 13.44146], [12.45443, 8.42271, 22.55627], [12.82296, 9.16399, 21.63763], [13.19281, 8.05591, 23.63061], [14.57736, 8.39376, 23.56842], [12.75169, 7.02991, 24.55495], [11.41492, 8.00607, 22.50798], [14.82774, 8.84687, 22.62385], [15.18667, 7.45875, 23.72510], [14.94277, 9.01248, 24.41178], [11.71966, 6.74363, 24.30479], [13.35519, 6.09144, 24.51683], [12.80364, 7.31322, 25.60806], [20.56743, 7.74133, 18.58016], [20.08577, 7.18337, 17.62150], [21.46300, 7.16189, 19.47760], [22.08285, 7.91902, 20.50889], [22.01411, 5.88126, 19.17496], [20.21680, 8.71135, 18.98569], [22.12400, 7.29112, 21.40372], [21.51014, 8.83397, 20.65592], [23.08970, 8.31840, 20.19140], [22.99216, 6.06037, 18.65130], [22.28597, 5.31326, 20.08094], [21.37762, 5.22685, 18.53932], [14.56016, 10.61878, 26.68531], [15.33422, 10.04183, 27.36108], [14.90377, 11.71452, 25.81148], [16.20300, 12.34775, 26.03489], [13.95120, 12.27544, 24.86034], [13.47375, 10.44491, 26.66034], [17.05338, 11.75869, 25.67876], [16.40167, 12.56340, 27.04249], [16.13218, 13.26394, 25.49540], [13.89086, 13.32773, 25.04244], [14.22534, 12.02103, 23.81813], [12.94203, 11.90293, 24.99833], [16.37456, 11.70410, 11.70238], [16.54194, 12.78692, 12.24181], [16.04253, 10.61354, 12.42809], [15.60029, 9.37292, 11.77890], [16.32208, 10.64031, 13.84208], [16.49551, 11.52997, 10.63574], [14.65300, 8.96794, 12.17538], [16.36583, 8.61161, 12.04368], [15.47233, 9.59507, 10.72518], [16.71051, 9.70524, 14.15775], [17.07554, 11.40435, 14.02950], [15.50981, 10.90838, 14.52858], [10.91932, 11.61624, 17.01810], [10.74132, 11.75287, 18.19468], [11.09247, 10.43088, 16.35904], [11.11687, 10.42663, 14.88630], [11.19075, 9.19434, 17.10263], [11.04407, 12.45280, 16.30241], [10.14353, 10.07310, 14.52377], [11.94023, 9.83528, 14.48126], [11.22042, 11.48730, 14.57543], [10.82706, 9.36478, 18.11256], [10.53021, 8.42678, 16.61919], [12.23727, 8.88584, 17.14128]]
}

=====

Entry 2:
{
  "formula": "C43H100BrN3O10PSSi",
  "method": "ωB97M-V/def2-TZVPD",
  "charge": 1,
  "orbital_gap_ev": 7.79,
  "fmax_ev_per_a": 2.7,
  "elements": ["C", "C", "C", "C", "Si", "C", "C", "C", "N", "C", "N", "C", "C", "C", "O", "O", "C", "C", "C", "N", "P", "S", "C", "Br", "O", "C", "C", "O", "C", "C", "H", "H", "H", "H", "H", "H", "H", "H", "H", "H", "H", "H", "H", "H", "H", "H", "H", "H", "H", "H", "H", "H", "H", "H", "H", "H", "H", "H", "H", "H", "H", "H", "H", "H", "H", "H", "H", "H", "H", "H", "C", "C", "O", "C", "C", "H", "H", "H", "H", "H", "H", "H", "H", "H", "H", "C", "C", "O", "C", "C", "H", "H", "H", "H", "H", "H", "H", "H", "H", "H", "C", "C", "O", "C", "C", "H", "H", "H", "H", "H", "H", "H", "H", "H", "H", "C", "C", "O", "C", "C", "H", "H", "H", "H", "H", "H", "H", "H", "H", "H", "C", "C", "O", "C", "C", "H", "H", "H", "H", "H", "H", "H", "H", "H", "H", "C", "C", "O", "C", "C", "H", "H", "H", "H", "H", "H", "H", "H", "H", "H"],
  "positions_angstrom": [[-4.05247, 7.95382, 3.46302], [-4.17144, 6.69507, 3.83826], [-3.10142, 5.67015, 3.48996], [-2.50260, 5.23732, 4.84127], [-0.67164, 5.84304, 5.03078], [-0.21652, 5.83640, 6.88100], [0.58582, 4.72261, 4.16907], [-0.42417, 7.60097, 4.42077], [-2.55793, 3.78287, 5.19171], [-3.09096, 2.92632, 4.33886], [-2.82710, 1.65309, 4.44197], [-2.00730, 1.05369, 5.49866], [-0.48622, 0.95287, 5.22383], [0.29827, 1.16613, 6.54469], [1.22161, 2.25002, 6.47716], [-3.40934, 0.77771, 3.56612], [-2.48049, 0.34208, 2.53257], [-2.00473, -1.09233, 2.77343], [-2.85152, -2.15163, 2.03890], [-3.99448, 3.25228, 3.31923], [-5.61909, 3.19497, 4.00386], [-5.77116, 1.88228, 5.43801], [-3.64272, 4.50905, 2.57345], [-5.34619, 5.13613, 1.74908], [-2.89397, 4.21034, 1.45745], [-1.50216, 4.06074, 1.66510], [-0.89338, 3.69317, 0.30074], [0.02458, 2.62907, 0.40201], [0.34745, 2.21173, -0.94105], [1.69733, 1.53478, -1.04130], [-3.79334, 8.19775, 2.43889], [-4.24179, 8.76852, 4.14918], [-5.03490, 6.43852, 4.44522], [-2.37065, 6.26088, 2.95337], [-3.02298, 5.77958, 5.62968], [-0.37678, 4.84697, 7.31358], [0.83570, 6.09335, 6.97341], [-0.79394, 6.62591, 7.35755], [1.01924, 5.16409, 3.27404], [1.39753, 4.53695, 4.86346], [0.14515, 3.76339, 3.91300], [-0.44251, 7.57912, 3.32666], [-1.17534, 8.31659, 4.74416], [0.57901, 7.93439, 4.67664], [-1.63158, 3.49496, 5.48966], [-2.24558, 1.57516, 6.42440], [-2.39219, 0.04881, 5.61767], [-0.29365, -0.06937, 4.91688], [-0.14942, 1.60103, 4.42081], [0.80997, 0.24463, 6.80060], [-0.36977, 1.37193, 7.38377], [0.80670, 2.98571, 6.94490], [-1.61285, 0.99909, 2.56352], [-2.95527, 0.45374, 1.56251], [-2.01693, -1.27199, 3.84586], [-0.96972, -1.11225, 2.43853], [-3.65602, -2.48348, 2.68239], [-3.25883, -1.67832, 1.15238], [-2.19658, -2.97504, 1.77661], [-6.51138, 2.81752, 2.99468], [-5.96583, 4.43524, 4.56474], [-0.99728, 4.96953, 1.98956], [-1.23047, 3.25558, 2.35445], [-1.70983, 3.40920, -0.37069], [-0.42444, 4.59915, -0.09210], [0.41895, 3.13613, -1.52131], [-0.47340, 1.64460, -1.38527], [1.90442, 0.85027, -0.22468], [1.69497, 0.95303, -1.96139], [2.48972, 2.26188, -1.16797], [-1.70671, -5.25405, -1.97047], [-0.72054, -5.37997, -0.82107], [-1.28781, -5.87506, 0.37319], [-1.86962, -7.16906, 0.31885], [-0.89204, -8.26254, -0.07312], [-2.53911, -4.60638, -1.68883], [-1.21314, -4.83108, -2.84670], [-2.12452, -6.21972, -2.25758], [-0.32923, -4.38937, -0.58054], [0.14189, -5.99200, -1.10905], [-2.73938, -7.16746, -0.34646], [-2.24749, -7.37203, 1.32130], [-0.48725, -8.11127, -1.07488], [-1.38864, -9.23293, -0.05622], [-0.05016, -8.28834, 0.62110], [2.81873, -3.71028, -3.19560], [3.66963, -2.48957, -2.89683], [3.32515, -1.83410, -1.68050], [3.43987, -2.60078, -0.49585], [4.84333, -3.11620, -0.22775], [1.76237, -3.43567, -3.22829], [3.09919, -4.14200, -4.15640], [2.93430, -4.48454, -2.43469], [3.52134, -1.75474, -3.68800], [4.73492, -2.74306, -2.90473], [2.71856, -3.42640, -0.50579], [3.14128, -1.93763, 0.31839], [5.18780, -3.79165, -1.01119], [4.87132, -3.65951, 0.71766], [5.54979, -2.28632, -0.17427], [-7.23767, -9.46276, 0.38976], [-6.23340, -8.40166, -0.02719], [-5.21705, -8.87989, -0.88989], [-5.64636, -9.42112, -2.12760], [-6.41104, -8.43808, -2.99746], [-6.73033, -10.29608, 0.87807], [-7.96612, -9.04075, 1.08308], [-7.78550, -9.86508, -0.46314], [-5.71966, -8.02885, 0.85995], [-6.74179, -7.54145, -0.47721], [-6.23313, -10.33090, -1.96102], [-4.73895, -9.72884, -2.64815], [-7.33463, -8.10317, -2.52372], [-6.67321, -8.90223, -3.94871], [-5.80352, -7.55346, -3.19673], [2.09812, -1.52532, -8.55248], [2.48641, -1.19442, -7.12272], [3.46060, -2.06895, -6.58247], [4.70618, -2.11674, -7.26148], [5.42610, -0.78072, -7.32018], [1.72691, -2.54940, -8.61805], [1.31861, -0.84677, -8.90191], [2.94518, -1.43992, -9.23432], [1.60887, -1.28980, -6.48097], [2.81941, -0.15331, -7.04116], [4.57564, -2.53218, -8.26665], [5.31933, -2.82924, -6.70806], [4.85593, -0.03177, -7.87118], [6.39135, -0.89536, -7.81422], [5.59323, -0.39288, -6.31342], [4.58820, 7.30305, 7.09459], [4.41229, 8.76918, 6.73537], [3.07188, 9.22411, 6.81809], [2.45448, 9.12736, 8.09005], [3.15934, 9.91406, 9.18093], [3.96746, 6.67570, 6.45077], [5.63011, 7.00688, 6.97179], [4.30452, 7.09768, 8.12773], [4.71506, 8.92195, 5.69930], [5.06654, 9.39946, 7.34603], [2.34613, 8.07371, 8.37594], [1.44369, 9.51961, 7.96679], [4.17502, 9.55673, 9.35314], [2.61197, 9.82966, 10.12028], [3.22336, 10.96811, 8.90792], [3.76666, -2.47707, -13.83585], [4.73182, -2.60206, -12.66924], [4.13959, -3.10865, -11.48573], [3.56944, -4.40300, -11.57207], [4.55926, -5.48762, -11.96101], [2.92455, -1.83746, -13.56660], [4.27332, -2.04488, -14.69937], [3.36232, -3.44403, -14.13774], [5.11084, -1.61232, -12.41242], [5.60220, -3.20578, -12.94828], [2.71257, -4.39565, -12.25486], [3.17278, -4.61990, -10.57925], [4.98168, -5.32108, -12.95256], [4.06784, -6.46113, -11.96680], [5.38758, -5.51929, -11.25134]]
}